(1)
Density functional theory data (the ωB97M-V functional and the def2-TZVPD basis) for a 5-piece molecular cluster, C27H59BrIN3O8P overall.

- DFT total energy: -5042.570735 Ha
- Orbital gap: 5.24 eV
- LUMO level: -0.197 Ha

Structure (ORCA input):
```
! RIJCOSX wB97M-V def2-TZVPD def2/J DEFGRID3
* xyz 1 1
C 0.02258 -0.48863 -1.13547
C 0.24517 1.12741 -0.76853
C 0.75098 1.85331 -2.11236
C -1.07078 1.67949 -0.00812
C -1.62749 3.16528 -0.49179
C -0.54757 4.36245 -0.19061
P 1.15320 4.17449 0.67453
N 0.88744 3.79546 2.26010
C -1.12621 5.84158 -0.72876
C -2.60467 5.61979 -1.37535
I -3.53967 7.50905 -2.12487
N -3.45387 4.44024 -1.56619
N -2.97979 3.24036 -1.11311
C -3.96385 2.06784 -1.31335
C -3.83922 1.34552 -2.77720
C -3.68307 -0.27760 -2.50343
Br -2.46661 2.12002 -4.00483
H 1.07806 -1.00808 -0.93386
H -0.75015 -0.99041 -0.40701
H -0.28711 -0.66246 -2.25187
H 1.15047 1.12576 0.01021
H 1.84005 2.30056 -1.91325
H 0.93106 1.00888 -2.93725
H 0.06227 2.64609 -2.61173
H -1.87152 0.83325 0.00045
H -0.76579 1.83861 1.13640
H 1.82878 5.44641 0.58982
H 1.98165 3.15527 0.08576
H -0.16138 3.74216 2.31030
H -0.53168 6.84649 -0.62785
H -5.05718 2.54876 -1.27702
H -3.95260 1.31421 -0.39266
H -4.88753 1.46762 -3.33549
H -4.79119 -0.67056 -2.29838
H -3.21348 -0.87272 -3.39426
H -3.10715 -0.43995 -1.48201
C 2.36426 -4.43373 -3.20880
O 2.71502 -3.12372 -2.76545
C 3.34876 -3.13403 -1.48292
C 4.88081 -3.10946 -1.60356
O 5.38164 -4.28117 -2.25039
C 5.60871 -4.08587 -3.64082
H 2.22841 -4.40021 -4.29172
H 3.12979 -5.17596 -2.97715
H 1.41806 -4.73194 -2.74284
H 3.01524 -3.99434 -0.89390
H 3.02845 -2.22731 -0.96138
H 5.30955 -3.08956 -0.59618
H 5.22173 -2.20675 -2.12693
H 6.57643 -3.59695 -3.78124
H 4.82771 -3.48190 -4.11286
H 5.63054 -5.06255 -4.12820
C -10.83574 2.55858 -2.33187
O -10.48498 3.86858 -1.88853
C -9.85124 3.85828 -0.60600
C -8.31919 3.88285 -0.72664
O -7.81836 2.71114 -1.37346
C -7.59129 2.90644 -2.76389
H -10.97159 2.59210 -3.41480
H -10.07021 1.81635 -2.10022
H -11.78194 2.26037 -1.86591
H -10.18476 2.99796 -0.01697
H -10.17155 4.76500 -0.08446
H -7.89045 3.90275 0.28074
H -7.97827 4.78556 -1.25001
H -6.62357 3.39535 -2.90432
H -8.37229 3.51041 -3.23593
H -7.56946 1.92976 -3.25128
C 3.57709 2.19792 2.88555
O 4.88646 1.73316 2.56113
C 5.86095 2.12910 3.53079
C 6.11851 1.02208 4.56544
O 4.95160 0.73614 5.33918
C 4.21841 -0.37423 4.83666
H 2.85545 1.58788 2.33838
H 3.35636 2.12527 3.95166
H 3.47372 3.24085 2.56466
H 5.56260 3.06180 4.02003
H 6.79191 2.31888 2.98853
H 6.88967 1.36811 5.26158
H 6.49241 0.10953 4.08326
H 4.67912 -1.29944 5.19297
H 4.17719 -0.38977 3.74322
H 3.19744 -0.31609 5.21899
C 4.63381 -4.61967 2.02089
O 3.52120 -5.28417 1.42405
C 3.50431 -6.68522 1.71288
C 2.59371 -7.01031 2.90765
O 3.06699 -6.41014 4.11510
C 2.42729 -5.17215 4.39999
H 4.40440 -3.55334 2.07203
H 4.84737 -4.97819 3.02909
H 5.51972 -4.76092 1.39116
H 4.51995 -7.05750 1.88082
H 3.10573 -7.18884 0.82731
H 2.59720 -8.09411 3.06386
H 1.55752 -6.70726 2.70894
H 1.46332 -5.36774 4.87722
H 2.26912 -4.56530 3.50318
H 3.05726 -4.60826 5.09070
*
```

Atomic partial charges in e from the Mulliken method, atoms 1 to 2: -0.722 1.235

***

(2)
Density functional theory data (the ωB97M-V functional and the def2-TZVPD basis) for a 10-piece molecular cluster, C27H59ClN8O14 overall.

- DFT total energy: -3015.296717 Ha
- Orbital gap: 2.05 eV
- LUMO level: -0.200 Ha

Structure (ORCA input):
```
! RIJCOSX wB97M-V def2-TZVPD def2/J DEFGRID3
* xyz 0 1
C -1.44975 0.52197 2.63918
C -0.08528 0.12142 2.05112
C -0.19008 -1.26604 1.34150
C -0.54786 -1.01254 -0.21194
C -1.13728 0.31621 -0.62857
C -0.27963 1.54272 -0.24854
N 0.41293 1.17745 1.08599
O 1.15300 2.22686 1.71114
C -1.21058 2.78731 -0.16326
C 0.88331 1.69993 -1.33780
C 0.85685 -0.14050 3.21494
H -1.85265 -0.21000 3.33917
H -2.23666 0.70707 1.90801
H -1.30302 1.46791 3.16048
H -0.84944 -2.02318 1.76585
H 0.74243 -1.80419 1.17143
H -1.19676 -1.78839 -0.61823
H 0.35819 -1.15819 -0.80012
H -2.18262 0.44101 -0.34608
H -1.07200 0.31131 -1.71661
H -1.84341 3.00469 -1.02372
H -0.78168 3.74354 0.13634
H -1.94012 2.52842 0.60411
H 0.34688 2.01487 -2.23287
H 1.62485 0.95985 -1.63865
H 1.39488 2.61650 -1.04408
H 0.81436 0.71661 3.88698
H 1.94487 -0.19719 3.18166
H 0.48981 -0.88157 3.92501
Cl -7.84274 2.11214 1.44680
O -7.73120 1.22082 2.62138
O -7.15962 3.34970 1.83700
O -7.22581 1.57081 0.22023
O -9.22085 2.36826 1.17137
O 5.36778 -2.77407 7.34360
C 5.39163 -3.93362 7.70111
N 5.90923 -4.36446 8.86313
C 4.95427 -5.03046 6.82104
H 6.20749 -3.73459 9.59415
H 6.23406 -5.31286 8.98623
H 5.82874 -5.61022 6.52564
H 4.45953 -4.68219 5.91438
H 4.21035 -5.61274 7.36475
O -4.60585 8.73638 -1.96321
C -3.52169 8.52606 -1.33985
N -3.45081 8.66386 -0.02200
C -2.23124 8.23864 -2.12828
H -2.62612 8.29493 0.42954
H -4.33351 8.77225 0.45674
H -2.20316 9.11925 -2.77001
H -2.25472 7.30632 -2.69249
H -1.38779 8.44619 -1.46979
O -8.24989 6.52164 -4.11680
C -8.30489 5.31459 -3.81083
N -9.34200 4.54621 -3.46663
C -6.95259 4.66611 -3.96868
H -10.24645 4.98927 -3.39061
H -9.08418 3.58181 -3.31317
H -6.02924 5.06630 -3.54992
H -6.67261 4.62742 -5.02140
H -7.03338 3.66548 -3.54405
O 4.69559 -1.49580 -0.17930
C 5.53857 -2.40486 -0.36940
N 5.27060 -3.57526 0.05668
C 6.94431 -2.07293 -0.83117
H 5.95102 -4.31257 -0.05946
H 4.34669 -3.76091 0.42004
H 6.82728 -1.17770 -1.44187
H 7.47905 -2.82223 -1.41489
H 7.44276 -1.90784 0.12402
O 3.22890 0.13154 -6.70503
C 4.35873 0.52937 -7.12303
N 4.83190 1.69656 -6.74421
C 5.13228 -0.16852 -8.17620
H 4.39955 2.30781 -6.06630
H 5.47757 2.14658 -7.37721
H 5.07258 -1.24883 -8.04411
H 6.18222 0.01378 -8.40526
H 4.63785 0.00477 -9.13204
O 7.63682 4.14692 6.74603
C 6.95033 5.04577 6.34548
N 6.80262 6.21036 6.99347
C 6.55969 4.97475 4.88527
H 6.18347 6.93519 6.65975
H 7.14525 6.18834 7.94331
H 6.82639 5.96427 4.51403
H 5.52183 4.64740 4.82347
H 7.17517 4.24004 4.36617
O -4.47184 -3.19082 -4.61148
C -5.42103 -2.58052 -4.05212
N -5.54030 -1.22470 -4.22864
C -6.47120 -3.33566 -3.07583
H -4.76954 -0.66744 -4.56852
H -6.40367 -0.75685 -3.99239
H -6.76927 -2.54801 -2.38385
H -5.90828 -4.05344 -2.47917
H -7.19132 -3.77824 -3.76405
O 0.58841 -7.57993 1.14689
C 0.11188 -8.48799 0.47054
O 0.49966 -8.80190 -0.76321
C -0.15443 -9.90660 -1.37399
C -1.28110 -10.21460 -0.43789
C -1.01399 -9.45754 0.83499
H 0.52677 -10.74234 -1.53401
H -0.48503 -9.68362 -2.38843
H -1.38487 -11.29934 -0.41186
H -2.22747 -9.92096 -0.89204
H -0.62668 -10.06158 1.65549
H -1.94198 -9.01702 1.19950
*
```

Atomic partial charges in e from the Mulliken method, atoms 1 to 2: -1.604 1.192

***

(3)
Density functional theory data (the ωB97M-V functional and the def2-TZVPD basis) for a 3-piece molecular cluster, C27H59F3NO10P2 overall.

- DFT total energy: -2853.497592 Ha
- Energy above the lowest of the compared OMol25 structures with the same formula, charge and spin: 1.3593 eV
- Orbital gap: 8.73 eV
- LUMO level: -0.116 Ha

Structure (ORCA input):
```
! RIJCOSX wB97M-V def2-TZVPD def2/J DEFGRID3
* xyz 1 1
C 2.43154 2.87784 3.54834
C 3.71878 2.21066 2.92225
C 3.77231 2.37800 1.36143
C 3.58773 1.03374 0.61911
C 2.20849 0.38026 0.95428
C 2.31532 -0.91993 1.78360
C 0.92615 -1.63068 1.78369
C 0.10448 -1.38376 3.09686
C -1.30239 -0.87949 2.71388
C -2.32285 -0.84752 3.86564
C -3.67049 -0.23121 3.37173
C -4.43896 -1.12489 2.35163
C -4.49846 -0.59600 0.90691
C -5.59074 0.48790 0.53070
C -4.88182 1.57171 -0.33346
O -4.39326 2.50020 0.60016
C -5.25074 3.63762 0.78708
C -5.11460 4.07484 2.27147
O -4.18806 5.11213 2.47211
C -2.86324 4.78344 2.07923
C -2.22321 3.61405 2.88088
N -3.62837 0.86988 -0.83696
C -2.59902 1.66401 -1.52338
F -1.88700 2.36750 -0.70405
F -1.76888 0.78628 -2.08150
F -3.09025 2.41314 -2.46136
C -3.21673 -0.02477 0.27441
H 2.69929 3.88357 3.88949
H 2.10980 2.25779 4.39436
H 1.66831 2.91813 2.76178
H 4.57101 2.74318 3.35751
H 3.72185 1.14456 3.17445
H 4.76396 2.78641 1.12127
H 3.00150 3.11217 1.08691
H 3.59832 1.28732 -0.45343
H 4.42774 0.34909 0.80230
H 1.69335 0.19970 -0.00009
H 1.63991 1.12976 1.53023
H 3.01285 -1.57889 1.24480
H 2.64602 -0.74304 2.81249
H 0.33714 -1.15951 0.97760
H 1.00435 -2.69739 1.53607
H 0.60441 -0.54370 3.60251
H 0.05763 -2.27572 3.73091
H -1.19889 0.15825 2.35635
H -1.71283 -1.53233 1.92426
H -1.93691 -0.20817 4.67313
H -2.54438 -1.83337 4.29688
H -4.29759 -0.18000 4.27651
H -3.52510 0.81045 3.04864
H -4.00676 -2.13444 2.39477
H -5.46998 -1.22873 2.71726
H -4.76384 -1.48338 0.30865
H -6.24983 0.85271 1.31800
H -6.18971 -0.03526 -0.23967
H -5.43418 1.96315 -1.19660
H -4.94219 4.49139 0.16190
H -6.30900 3.44596 0.55418
H -4.88863 3.15476 2.84168
H -6.07416 4.43559 2.66439
H -2.75119 4.63140 0.99219
H -2.25800 5.67028 2.30582
H -2.89814 3.28757 3.68299
H -1.27782 3.92622 3.33710
H -2.00705 2.73461 2.25477
H -3.96777 0.25613 -1.59678
H -2.49759 -0.82546 0.06888
H -2.64917 0.62318 0.95427
C -1.10419 -2.35604 -4.57882
O -1.31164 -2.66351 -5.94949
P -1.54814 -1.47854 -6.99454
O -0.33428 -0.80339 -7.44769
O -2.63838 -0.53586 -6.31219
C -2.20645 0.55555 -5.50605
O -2.41238 -2.18269 -8.10252
C -1.73730 -2.82219 -9.19480
H -0.62711 -3.20867 -4.10135
H -0.45989 -1.48254 -4.45681
H -2.06903 -2.17881 -4.09594
H -1.12175 0.66645 -5.50568
H -2.54986 0.39124 -4.48367
H -2.65364 1.47298 -5.88604
H -2.30223 -3.70993 -9.46989
H -0.72208 -3.11394 -8.92982
H -1.71240 -2.14122 -10.04363
C 7.04907 -3.77487 -2.19479
O 6.56969 -3.97180 -0.86692
P 7.08607 -3.01840 0.30162
O 6.41430 -1.71907 0.38128
O 8.66176 -2.96342 0.12631
C 9.24646 -1.93028 -0.67203
O 6.95261 -3.94670 1.56881
C 5.72084 -3.94106 2.29377
H 6.35774 -4.25122 -2.88560
H 7.11528 -2.71414 -2.44295
H 8.02827 -4.24394 -2.30070
H 8.50420 -1.21734 -1.03046
H 9.74669 -2.38838 -1.52481
H 9.98349 -1.40026 -0.07220
H 5.53634 -4.94935 2.65898
H 4.88318 -3.62985 1.66980
H 5.81227 -3.26777 3.14536
*
```

Atomic partial charges in e from the Mulliken method, atoms 1 to 2: -0.947 -0.320

***

(4)
Density functional theory data (the ωB97M-V functional and the def2-TZVPD basis) for a 4-piece molecular cluster, C27H59N4O10 overall.

- DFT total energy: -2035.505156 Ha
- Orbital gap: 7.33 eV
- LUMO level: 0.084 Ha

Structure (ORCA input):
```
! RIJCOSX wB97M-V def2-TZVPD def2/J DEFGRID3
* xyz -1 1
C -0.19950 0.55838 -2.11044
C -1.22620 1.37034 -1.31702
C -1.14948 2.90116 -1.51824
C -0.02699 3.38524 -2.44762
C -2.47974 3.61918 -1.96949
C -3.03609 4.19411 -0.69485
O -2.79400 5.24298 -0.18932
O -3.78504 3.25065 -0.10966
C -4.54573 2.57937 -1.17402
C -5.08635 1.16748 -0.78776
O -4.26504 0.26830 -0.52500
O -6.33920 1.11545 -0.83785
C -3.67652 2.78810 -2.46730
N -3.34582 1.62682 -3.28913
H 0.82744 0.81766 -1.82594
H -0.32708 -0.50357 -1.89727
H -0.30571 0.68791 -3.19237
H -1.04181 1.17316 -0.25394
H -2.21831 0.98694 -1.51464
H -0.88974 3.31734 -0.53909
H -0.12547 2.99611 -3.46297
H -0.06585 4.47765 -2.47525
H 0.95696 3.11916 -2.05240
H -2.24059 4.37571 -2.71571
H -5.43830 3.19041 -1.31781
H -4.27959 3.48255 -3.06966
H -4.11406 1.37254 -3.89200
H -2.50980 1.77818 -3.83532
C 5.23107 8.17374 1.10650
O 3.83061 8.30676 1.21306
C 3.30249 9.50460 0.65913
C 2.44971 9.21701 -0.55614
N 3.26268 8.74758 -1.67016
C 2.50353 8.29061 -2.83001
C 1.60192 7.07327 -2.66564
O 2.29701 5.86526 -2.43246
C 2.59419 5.58628 -1.07745
H 5.51318 7.28513 1.66856
H 5.56051 8.05079 0.06856
H 5.74705 9.03915 1.53546
H 4.11272 10.19441 0.40262
H 2.68053 9.97837 1.42409
H 1.94334 10.13972 -0.85551
H 1.67729 8.49628 -0.25552
H 3.85239 7.99105 -1.34742
H 3.22092 8.06549 -3.62345
H 1.88914 9.12492 -3.18465
H 1.06912 6.93389 -3.61068
H 0.83774 7.22245 -1.89300
H 1.83743 6.00038 -0.40605
H 3.57845 5.96574 -0.78365
H 2.60585 4.50309 -0.95925
C -2.65977 -7.03758 1.12347
O -3.12989 -6.38842 -0.03465
C -4.38970 -5.73852 0.12235
C -4.24950 -4.23580 0.04111
N -3.53865 -3.70730 1.19566
C -3.21773 -2.27777 1.09694
C -2.26409 -1.84039 0.00248
O -0.92451 -2.31842 0.17408
C -0.66757 -3.60075 -0.34658
H -1.74756 -7.56905 0.85301
H -2.42614 -6.32938 1.92682
H -3.39227 -7.75928 1.50276
H -4.84623 -6.02837 1.07415
H -5.04051 -6.08198 -0.68740
H -5.24640 -3.78801 0.00974
H -3.75441 -3.99937 -0.91107
H -2.67963 -4.22895 1.31558
H -2.79049 -1.97222 2.05672
H -4.14240 -1.71318 0.96101
H -2.22463 -0.75530 0.03060
H -2.62931 -2.10148 -0.99577
H -1.26763 -3.81581 -1.23539
H -0.84445 -4.38824 0.39652
H 0.38816 -3.64463 -0.62607
C 1.07586 -3.84490 2.78898
O 1.24662 -4.89836 3.72359
C 0.43615 -6.03580 3.47191
C 1.27398 -7.22543 3.05893
N 1.85037 -7.02870 1.73630
C 2.82116 -8.03848 1.33464
C 4.11401 -8.14599 2.13491
O 4.96697 -7.02596 2.00745
C 4.72068 -5.95971 2.90568
H 1.61873 -2.98173 3.16843
H 1.47279 -4.10296 1.80129
H 0.02235 -3.57364 2.67999
H -0.30945 -5.81145 2.70382
H -0.09388 -6.28002 4.39784
H 0.63874 -8.11679 3.03338
H 2.03228 -7.37856 3.84071
H 2.28532 -6.11574 1.69789
H 3.09265 -7.84112 0.29451
H 2.32582 -9.01530 1.35341
H 4.67560 -8.99709 1.73942
H 3.92418 -8.35399 3.19546
H 4.33720 -6.32259 3.86312
H 4.01618 -5.22896 2.49952
H 5.66972 -5.45188 3.07789
*
```

Atomic partial charges in e from the Mulliken method, atoms 1 to 2: -1.353 0.235

***

no.,strongest force on any atom (eV/A)
1,6.87
2,9.42
3,2.92
4,1.31